Entry 1:
Computed, not measured: a molecular structure, C22H53B3FPV at a distorted geometry, with wB97M-V/def2-TZVPD.

Element x y z (Å)
V  -21.394  7.467  -23.858
C  -24.359  12.973  -25.104
C  -24.349  11.885  -24.011
C  -23.608  12.380  -22.707
C  -22.081  12.550  -22.867
P  -21.058  12.687  -21.302
C  -19.439  11.835  -21.515
C  -18.498  12.531  -22.623
C  -17.378  11.662  -22.989
C  -17.658  10.771  -24.229
C  -20.750  14.508  -20.953
C  -21.968  15.446  -20.671
C  -21.583  16.892  -20.450
C  -20.633  17.059  -19.196
C  -21.988  12.054  -19.842
C  -21.414  12.510  -18.472
C  -20.204  11.767  -17.974
C  -20.331  10.247  -17.980
H  -23.294  13.133  -25.269
H  -24.735  13.905  -24.682
H  -24.835  12.745  -26.058
H  -23.975  10.909  -24.323
H  -25.356  11.484  -23.897
H  -23.814  11.573  -22.004
H  -24.070  13.319  -22.404
H  -21.848  13.411  -23.494
H  -21.682  11.685  -23.398
H  -19.592  10.849  -21.954
H  -18.826  11.785  -20.615
H  -18.065  13.456  -22.243
H  -19.050  12.882  -23.495
H  -17.231  11.121  -22.054
H  -16.457  12.230  -23.123
H  -16.746  10.221  -24.462
H  -18.139  11.267  -25.072
H  -18.254  9.943  -23.845
H  -20.152  14.836  -21.804
H  -20.046  14.501  -20.121
H  -22.519  15.054  -19.816
H  -22.686  15.420  -21.491
H  -22.478  17.494  -20.292
H  -21.071  17.248  -21.343
H  -19.617  16.766  -19.460
H  -21.092  16.640  -18.301
H  -20.569  18.134  -19.025
H  -22.167  10.988  -19.984
H  -22.935  12.586  -19.938
H  -22.198  12.206  -17.779
H  -21.298  13.571  -18.251
H  -19.844  12.209  -17.045
H  -19.382  12.014  -18.645
H  -19.466  9.726  -17.568
H  -20.304  9.836  -18.990
H  -21.215  9.906  -17.441
B  -21.395  9.054  -22.297
H  -21.935  9.498  -23.119
H  -20.401  8.853  -22.666
H  -21.330  9.734  -21.462
H  -21.833  8.125  -21.966
B  -21.840  8.389  -25.844
H  -22.852  8.304  -25.480
H  -21.249  9.016  -25.194
H  -21.375  7.417  -25.908
H  -21.815  8.809  -26.838
B  -19.487  6.213  -24.031
H  -18.574  5.647  -23.924
H  -20.176  5.969  -23.237
H  -19.201  7.252  -23.977
H  -19.961  5.961  -24.967
F  -27.617  11.727  -20.895
C  -26.575  10.918  -20.636
C  -26.054  10.870  -19.348
C  -24.908  10.192  -19.048
C  -24.326  9.350  -19.980
C  -24.891  9.314  -21.273
C  -26.026  10.043  -21.584
H  -26.499  11.523  -18.612
H  -24.563  10.177  -18.024
H  -23.375  8.876  -19.787
H  -24.551  8.641  -22.046
H  -26.427  10.053  -22.587

Summary:
HOMO energy (spin up / spin down) in Eh: -0.3497 / -0.4181
<S²>: 6.023
Kohn-Sham gap (spin up / spin down) in eV: 4.98 / 2.54
2S+1: 5
Calculated total energy in eV: -63379.2023
Total charge: +1

Atomic partial charges in e from the Löwdin method, atoms 1 to 8: V 0.801; C -0.078; C -0.239; C -0.219; C -0.228; P 1.090; C -0.215; C -0.264

=====

Entry 2:
Computed, not measured: a molecular structure, C22H53Br10N3O3 at a distorted geometry, with wB97M-V/def2-TZVPD.

Element x y z (Å)
Br  3.056  -5.236  -0.971
C  2.224  -5.113  0.787
C  1.081  -6.113  0.866
Br  0.591  -6.448  2.770
H  1.870  -4.089  0.887
H  2.920  -5.276  1.605
H  1.343  -7.038  0.362
H  0.146  -5.755  0.446
Br  -3.149  2.899  1.956
C  -3.041  1.003  2.504
C  -3.389  0.054  1.373
Br  -4.996  0.491  0.349
H  -3.637  0.940  3.412
H  -2.017  0.839  2.838
H  -3.463  -0.940  1.813
H  -2.494  0.018  0.759
Br  -1.383  -4.248  -3.212
C  0.130  -4.592  -4.465
C  1.270  -3.618  -4.223
Br  2.881  -4.316  -5.081
H  -0.283  -4.513  -5.466
H  0.393  -5.631  -4.298
H  1.481  -3.567  -3.158
H  1.032  -2.634  -4.612
Br  4.018  -1.912  -2.532
C  4.931  -2.227  -0.841
C  5.740  -1.009  -0.499
Br  6.801  -1.393  1.115
H  5.506  -3.143  -0.910
H  4.183  -2.385  -0.064
H  5.166  -0.113  -0.291
H  6.457  -0.812  -1.293
Br  -0.515  -1.967  1.582
C  -0.561  -1.347  -0.294
C  0.210  -0.051  -0.494
Br  2.110  -0.394  -0.131
H  -1.589  -1.280  -0.645
H  -0.115  -2.185  -0.823
H  -0.160  0.693  0.205
H  0.031  0.282  -1.512
C  0.299  1.412  6.698
C  0.146  2.179  5.383
C  0.652  1.378  4.198
O  2.048  1.165  4.326
C  2.613  0.484  3.208
N  -1.227  2.598  5.122
H  -0.021  0.374  6.596
H  -0.369  1.817  7.464
H  1.335  1.576  6.984
H  0.706  3.114  5.535
H  0.429  1.898  3.259
H  0.163  0.396  4.218
H  2.429  1.014  2.273
H  2.423  -0.589  3.152
H  3.663  0.622  3.481
H  -1.329  3.215  4.331
H  -1.657  2.998  5.942
C  -1.359  1.340  -4.064
C  -2.778  1.545  -3.557
C  -3.422  0.399  -2.807
O  -3.390  -0.762  -3.587
C  -4.043  -1.833  -2.954
N  -2.891  2.835  -2.814
H  -1.153  0.410  -4.590
H  -0.680  1.265  -3.202
H  -1.028  2.199  -4.647
H  -3.412  1.649  -4.452
H  -4.457  0.648  -2.533
H  -2.923  0.317  -1.823
H  -4.120  -2.657  -3.663
H  -5.014  -1.543  -2.543
H  -3.411  -2.238  -2.152
H  -2.388  3.450  -3.454
H  -3.855  3.144  -2.918
C  -0.050  2.713  1.744
C  -0.470  3.177  0.351
C  0.734  3.373  -0.542
O  0.304  3.999  -1.739
C  1.355  4.395  -2.582
N  -1.405  2.238  -0.209
H  -0.979  2.615  2.322
H  0.475  3.476  2.321
H  0.422  1.731  1.711
H  -0.907  4.173  0.523
H  1.221  2.418  -0.786
H  1.461  4.044  -0.067
H  2.072  3.570  -2.691
H  1.928  5.208  -2.124
H  0.976  4.666  -3.561
H  -1.619  2.357  -1.193
H  -2.272  2.163  0.302

Summary:
HOMO energy in Eh: -0.3164
Kohn-Sham gap in eV: 8.95
ΔE to the lowest compared entry with this formula, charge and spin in eV: 0.000
Calculated total energy in eV: -734708.6187

Atomic partial charges in e from the Löwdin method, atoms 1 to 8: Br 0.681; C -0.676; C -0.662; Br 0.575; H 0.026; H 0.052; H 0.042; H 0.043

=====

Entry 3:
Computed, not measured: a molecular structure, C22H54As3AuN2SSb, with wB97M-V/def2-TZVPD.

Element x y z (Å)
Au  -0.805  0.223  -0.518
C  3.224  -3.077  -0.989
As  1.975  -1.594  -1.253
C  0.630  -2.639  -2.222
C  2.937  -0.832  -2.819
C  2.581  0.578  -3.306
C  2.764  1.614  -2.193
C  1.151  0.606  -3.891
As  -0.445  0.918  -2.782
C  -0.728  2.830  -2.903
C  -1.787  0.263  -4.003
C  3.463  0.926  -4.541
As  5.399  1.237  -4.378
C  6.384  0.068  -3.195
C  5.738  3.036  -3.761
H  4.136  -2.750  -0.492
H  3.476  -3.522  -1.952
H  2.750  -3.840  -0.372
H  1.111  -3.219  -3.011
H  -0.138  -2.003  -2.661
H  0.142  -3.333  -1.539
H  2.797  -1.553  -3.630
H  3.991  -0.865  -2.539
H  2.045  1.435  -1.391
H  2.620  2.630  -2.570
H  3.763  1.540  -1.756
H  0.954  -0.328  -4.422
H  1.056  1.404  -4.632
H  -0.908  3.110  -3.941
H  0.120  3.393  -2.517
H  -1.611  3.074  -2.316
H  -1.578  0.641  -5.004
H  -2.757  0.639  -3.678
H  -1.818  -0.824  -4.022
H  3.134  1.857  -5.008
H  3.365  0.142  -5.296
H  6.292  -0.969  -3.508
H  6.007  0.206  -2.181
H  7.431  0.367  -3.241
H  4.969  3.710  -4.132
H  6.707  3.362  -4.138
H  5.764  3.023  -2.672
C  -1.709  0.488  5.144
C  -2.072  -0.885  4.599
N  -0.996  -1.513  3.815
C  -0.688  -1.253  2.554
S  -1.554  -0.003  1.724
N  0.243  -1.971  1.929
C  1.087  -3.019  2.506
C  2.379  -2.461  3.091
H  -2.557  0.880  5.705
H  -1.489  1.189  4.338
H  -0.855  0.427  5.821
H  -2.973  -0.840  3.990
H  -2.265  -1.560  5.430
H  -0.540  -2.301  4.248
H  0.478  -1.660  0.998
H  1.303  -3.725  1.704
H  0.524  -3.578  3.252
H  2.942  -1.932  2.320
H  2.999  -3.269  3.478
H  2.171  -1.770  3.910
C  2.644  4.944  4.922
C  1.214  4.442  4.804
Sb  0.902  3.011  3.181
C  2.648  1.860  2.589
C  3.916  2.692  2.418
C  0.366  4.196  1.457
C  1.415  5.247  1.101
H  2.674  5.648  5.757
H  2.987  5.477  4.036
H  3.346  4.147  5.158
H  0.497  5.224  4.553
H  0.881  3.933  5.705
H  2.332  1.371  1.666
H  2.775  1.097  3.356
H  3.805  3.478  1.673
H  4.721  2.030  2.092
H  4.240  3.149  3.349
H  -0.585  4.657  1.722
H  0.186  3.489  0.645
H  1.704  5.859  1.955
H  0.994  5.928  0.359
H  2.313  4.802  0.675

Summary:
HOMO energy (spin up / spin down) in Eh: -0.5862 / -0.5862
<S²>: 2.004
Kohn-Sham gap (spin up / spin down) in eV: 9.25 / 5.50
2S+1: 3
Calculated total energy in eV: -230225.4199
Total charge: +3

Atomic partial charges in e from the Löwdin method, atoms 1 to 8: Au 0.303; C -0.309; As 1.078; C -0.315; C -0.355; C -0.657; C -0.086; C -0.303

=====

Entry 4:
Computed, not measured: 6 unconnected molecules or ions with the total composition C22H54N2O6 at a distorted geometry, with wB97M-V/def2-TZVPD.

Element x y z (Å)
C  5.854  -18.154  -11.974
C  6.480  -17.795  -10.613
C  6.015  -16.460  -9.979
C  4.578  -16.475  -9.525
C  4.387  -17.632  -8.568
C  4.839  -19.019  -9.084
N  6.248  -18.815  -9.564
O  6.676  -20.126  -10.082
C  4.905  -20.001  -7.922
C  3.809  -19.629  -10.170
C  7.977  -17.655  -10.835
H  6.181  -17.449  -12.754
H  4.751  -18.169  -11.979
H  6.182  -19.154  -12.250
H  6.658  -16.269  -9.035
H  6.213  -15.695  -10.700
H  3.871  -16.586  -10.342
H  4.307  -15.544  -8.985
H  3.294  -17.661  -8.365
H  5.007  -17.384  -7.704
H  4.987  -21.062  -8.171
H  5.839  -19.730  -7.405
H  4.109  -19.916  -7.154
H  4.333  -20.446  -10.667
H  3.008  -20.032  -9.583
H  3.510  -18.890  -10.955
H  8.406  -18.627  -11.139
H  8.443  -17.540  -9.862
H  8.281  -16.964  -11.606
H  7.432  -20.336  -9.561
C  -3.185  -15.070  -10.342
C  -2.276  -16.132  -10.935
C  -0.864  -15.504  -11.016
C  0.219  -16.544  -11.332
C  0.279  -17.604  -10.206
C  -1.117  -18.354  -10.065
N  -2.200  -17.299  -9.992
O  -3.473  -17.932  -9.930
C  -1.299  -19.422  -11.159
C  -1.127  -19.030  -8.736
C  -2.698  -16.557  -12.353
H  -3.107  -15.003  -9.222
H  -4.252  -15.234  -10.507
H  -2.874  -14.146  -10.819
H  -0.812  -14.788  -11.861
H  -0.674  -15.049  -10.044
H  1.127  -15.999  -11.420
H  -0.043  -16.945  -12.288
H  0.417  -16.991  -9.319
H  1.097  -18.290  -10.414
H  -1.130  -19.065  -12.215
H  -0.450  -20.082  -10.927
H  -2.218  -19.906  -10.885
H  -0.194  -19.593  -8.754
H  -1.125  -18.306  -7.908
H  -1.983  -19.760  -8.579
H  -1.789  -16.854  -12.932
H  -3.198  -15.709  -12.901
H  -3.386  -17.402  -12.409
H  -3.701  -17.916  -8.990
C  4.087  -14.442  -13.067
O  5.442  -13.977  -12.816
H  4.106  -14.731  -14.106
H  3.753  -15.221  -12.474
H  3.482  -13.540  -12.812
H  5.535  -14.012  -11.852
C  2.202  -10.332  -11.261
O  2.704  -11.655  -11.243
H  2.830  -9.793  -11.933
H  1.189  -10.260  -11.670
H  2.175  -9.903  -10.276
H  2.128  -12.226  -10.702
C  -1.492  -11.035  -9.040
O  -1.299  -12.408  -8.636
H  -1.460  -10.917  -10.165
H  -2.437  -10.561  -8.636
H  -0.603  -10.481  -8.687
H  -2.022  -12.912  -9.026
C  1.719  -13.697  -8.275
O  1.207  -13.552  -9.615
H  2.835  -13.693  -8.345
H  1.329  -12.860  -7.742
H  1.350  -14.677  -7.933
H  0.314  -13.239  -9.468

Summary:
HOMO energy in Eh: -0.3129
Kohn-Sham gap in eV: 9.00
ΔE to the lowest compared entry with this formula, charge and spin in eV: 2.735
Calculated total energy in eV: -38950.2133
SMILES string: CC1(C)CCCC(C)(C)N1O.CC1(C)CCCC(C)(C)N1O.CO.CO.CO.CO

Atomic partial charges in e from the Löwdin method, atoms 1 to 8: C -0.020; C -0.516; C -0.130; C -0.200; C -0.144; C -0.472; N -0.055; O -0.039

=====

Entry 5:
Computed, not measured: 5 unconnected molecules or ions with the total composition C22H55BO9 at a distorted geometry, with wB97M-V/def2-TZVPD.

Element x y z (Å)
B  3.706  -0.617  0.316
C  2.416  0.454  0.377
C  1.768  0.455  -1.129
C  0.637  1.610  -1.400
C  -0.207  2.084  -0.078
C  -1.104  0.890  0.628
O  -1.868  0.062  -0.317
C  -1.248  -1.252  -0.542
H  3.515  -1.800  0.347
H  4.830  -0.277  0.291
H  2.783  1.499  0.760
H  1.679  -0.016  1.182
H  2.665  0.677  -1.882
H  1.390  -0.629  -1.397
H  1.184  2.586  -1.814
H  -0.058  1.233  -2.288
H  0.436  2.649  0.739
H  -0.999  2.891  -0.460
H  -1.914  1.458  1.297
H  -0.473  0.249  1.414
H  -0.702  -1.215  -1.594
H  -2.103  -2.076  -0.669
H  -0.564  -1.637  0.326
C  -1.098  2.581  -5.646
O  -0.517  1.348  -5.233
C  -1.506  0.382  -4.856
C  -1.720  -0.652  -5.963
O  -2.323  -0.059  -7.118
C  -1.378  0.181  -8.155
H  -0.321  3.185  -6.121
H  -1.907  2.429  -6.364
H  -1.476  3.121  -4.772
H  -2.449  0.874  -4.587
H  -1.127  -0.128  -3.965
H  -2.416  -1.415  -5.599
H  -0.780  -1.152  -6.225
H  -1.099  -0.766  -8.627
H  -0.482  0.685  -7.781
H  -1.848  0.822  -8.906
C  3.009  0.702  6.678
O  1.891  -0.171  6.795
C  0.744  0.319  6.088
C  0.557  -0.415  4.759
O  1.613  -0.106  3.843
C  2.576  -1.151  3.760
H  3.895  0.176  7.043
H  3.185  1.001  5.642
H  2.849  1.590  7.296
H  0.814  1.403  5.935
H  -0.126  0.125  6.724
H  -0.374  -0.071  4.297
H  0.476  -1.497  4.913
H  2.160  -1.993  3.198
H  2.896  -1.489  4.749
H  3.450  -0.770  3.224
C  -2.121  2.806  4.249
O  -2.111  2.727  5.671
C  -3.133  3.539  6.266
C  -4.323  2.689  6.715
O  -5.016  2.131  5.593
C  -4.697  0.758  5.392
H  -1.480  2.013  3.857
H  -3.126  2.674  3.841
H  -1.718  3.772  3.931
H  -3.450  4.332  5.578
H  -2.687  4.014  7.145
H  -5.036  3.334  7.238
H  -4.008  1.902  7.411
H  -5.185  0.150  6.160
H  -3.618  0.584  5.412
H  -5.078  0.458  4.412
C  3.901  -2.855  -3.693
O  2.877  -3.534  -2.974
C  1.611  -2.869  -3.076
C  0.696  -3.574  -4.079
O  1.195  -3.449  -5.415
C  1.839  -4.638  -5.862
H  4.770  -3.515  -3.758
H  3.584  -2.598  -4.707
H  4.190  -1.948  -3.155
H  1.745  -1.813  -3.338
H  1.149  -2.914  -2.085
H  -0.285  -3.087  -4.061
H  0.552  -4.628  -3.812
H  1.089  -5.405  -6.077
H  2.554  -5.015  -5.126
H  2.379  -4.409  -6.785

Summary:
HOMO energy in Eh: -0.3381
Kohn-Sham gap in eV: 9.59
Calculated total energy in eV: -42800.4001
SMILES string: BCCCCCOC.COCCOC.COCCOC.COCCOC.COCCOC

Atomic partial charges in e from the Löwdin method, atoms 1 to 8: B -0.001; C -0.230; C -0.219; C -0.190; C -0.172; C -0.214; O -0.239; C -0.121